1.
{
  "formula": "C25H31N4RuS4",
  "method": "ωB97M-V with the def2-TZVPD basis set",
  "species": ["Ru", "S", "C", "C", "C", "C", "C", "C", "S", "C", "C", "C", "C", "C", "C", "C", "S", "C", "C", "C", "C", "C", "C", "S", "N", "H", "H", "H", "H", "H", "H", "H", "H", "H", "H", "H", "H", "H", "H", "H", "N", "C", "C", "C", "N", "C", "C", "N", "C", "H", "H", "H", "H", "H", "H", "H", "H", "H", "H", "H", "H", "H", "H", "H", "H"],
  "positions_angstrom": [[-0.185, -0.462, 0.001], [-1.171, -2.507, -0.325], [-2.672, -2.440, 0.589], [-3.505, -3.561, 0.583], [-4.707, -3.541, 1.266], [-5.113, -2.406, 1.962], [-4.300, -1.289, 1.973], [-3.080, -1.320, 1.301], [-2.045, 0.123, 1.356], [-1.220, -0.142, 2.973], [-0.090, -1.144, 2.952], [0.332, -1.802, 4.096], [1.389, -2.692, 4.002], [1.978, -2.940, 2.769], [1.492, -2.286, 1.652], [1.960, -2.660, 0.262], [1.784, -1.240, -0.885], [1.235, -1.842, -2.464], [1.932, -2.824, -3.153], [1.506, -3.193, -4.418], [0.415, -2.548, -4.990], [-0.258, -1.549, -4.305], [0.135, -1.178, -3.019], [-0.795, 0.075, -2.170], [0.505, -1.373, 1.775], [-3.204, -4.443, 0.031], [-5.342, -4.417, 1.247], [-6.062, -2.391, 2.480], [-4.607, -0.389, 2.492], [-1.987, -0.448, 3.683], [-0.858, 0.834, 3.307], [-0.162, -1.621, 5.041], [1.742, -3.211, 4.883], [2.779, -3.658, 2.672], [1.314, -3.453, -0.120], [2.991, -3.007, 0.280], [2.796, -3.300, -2.706], [2.026, -3.971, -4.958], [0.080, -2.832, -5.978], [-1.115, -1.062, -4.752], [2.146, 4.795, -2.021], [1.540, 3.389, -1.879], [0.057, 3.515, -1.588], [-0.304, 3.985, -0.165], [-1.394, 3.156, 0.340], [0.875, 3.853, 0.794], [1.773, 2.637, 0.591], [1.120, 1.350, 0.973], [2.328, 2.579, -0.847], [1.659, 5.319, -2.751], [3.137, 4.754, -2.269], [2.061, 5.324, -1.152], [1.682, 2.952, -2.867], [-0.356, 2.517, -1.739], [-0.414, 4.153, -2.341], [-0.583, 5.046, -0.205], [-2.157, 3.088, -0.325], [-1.786, 3.564, 1.184], [0.506, 3.884, 1.823], [1.526, 4.734, 0.722], [2.612, 2.776, 1.276], [0.507, 1.558, 1.756], [1.851, 0.753, 1.352], [2.324, 1.543, -1.185], [3.377, 2.887, -0.858]],
  "homo_lumo_gap_ev": [7.2, 5.6],
  "charge": 2,
  "multiplicity": 2
}



2.
{
  "formula": "C25H31N6S4SeTl",
  "method": "ωB97M-V with the def2-TZVPD basis set",
  "species": ["Tl", "C", "C", "S", "C", "C", "S", "C", "C", "S", "C", "C", "S", "H", "H", "H", "H", "H", "H", "H", "H", "H", "H", "H", "H", "H", "H", "H", "H", "C", "N", "C", "C", "N", "C", "C", "C", "C", "C", "C", "N", "C", "N", "C", "C", "C", "C", "C", "C", "N", "H", "H", "H", "H", "H", "H", "H", "H", "H", "H", "H", "H", "H", "H", "H", "Se", "C", "N"],
  "positions_angstrom": [[-0.162, -0.463, -0.136], [-4.010, -1.202, 1.341], [-4.294, -1.012, -0.137], [-2.989, -1.780, -1.186], [-3.596, -1.382, -2.872], [-4.000, 0.063, -3.098], [-2.695, 1.244, -2.567], [-3.696, 2.698, -2.031], [-2.815, 3.527, -1.120], [-2.071, 2.391, 0.136], [-3.043, 2.770, 1.652], [-3.932, 1.577, 1.941], [-2.895, 0.054, 2.063], [-3.502, -2.151, 1.522], [-4.935, -1.185, 1.918], [-4.338, 0.048, -0.389], [-5.242, -1.489, -0.388], [-4.446, -2.033, -3.085], [-2.769, -1.665, -3.524], [-4.917, 0.304, -2.561], [-4.165, 0.227, -4.163], [-4.601, 2.354, -1.531], [-3.977, 3.290, -2.902], [-3.351, 4.334, -0.624], [-1.987, 3.948, -1.692], [-3.603, 3.694, 1.520], [-2.333, 2.888, 2.471], [-4.679, 1.426, 1.163], [-4.434, 1.735, 2.896], [3.197, 0.701, -0.276], [2.460, -0.177, 0.638], [3.091, -1.494, 0.776], [2.119, -2.546, 1.207], [0.871, -2.613, 0.802], [0.363, -3.786, 1.322], [-0.887, -4.382, 1.176], [-1.081, -5.608, 1.776], [-0.072, -6.236, 2.510], [1.172, -5.660, 2.669], [1.371, -4.427, 2.069], [2.466, -3.597, 1.986], [2.720, 0.549, -1.692], [1.526, 0.122, -2.027], [1.460, 0.200, -3.401], [0.426, -0.111, -4.277], [0.651, 0.102, -5.621], [1.864, 0.610, -6.097], [2.901, 0.919, -5.241], [2.684, 0.704, -3.888], [3.462, 0.910, -2.769], [4.279, 0.510, -0.242], [3.035, 1.743, 0.027], [2.408, 0.253, 1.557], [3.944, -1.474, 1.470], [3.470, -1.778, -0.213], [-1.657, -3.917, 0.582], [-2.026, -6.114, 1.655], [-0.263, -7.203, 2.945], [1.961, -6.152, 3.216], [3.363, -3.760, 2.413], [-0.511, -0.492, -3.901], [-0.117, -0.130, -6.342], [1.994, 0.758, -7.159], [3.838, 1.306, -5.608], [4.401, 1.279, -2.771], [-0.033, 3.427, 0.354], [-0.002, 3.506, 2.175], [0.000, 3.591, 3.317]],
  "homo_lumo_gap_ev": 5.7,
  "charge": 2
}



3.
{
  "formula": "C25H31N7OPtS2",
  "method": "ωB97M-V with the def2-TZVPD basis set",
  "species": ["Pt", "N", "C", "N", "C", "N", "C", "C", "N", "C", "C", "N", "H", "H", "H", "H", "H", "O", "S", "C", "C", "C", "C", "C", "C", "C", "C", "C", "C", "C", "C", "C", "C", "H", "H", "H", "H", "H", "H", "H", "H", "H", "H", "H", "H", "H", "H", "C", "C", "N", "C", "S", "N", "C", "C", "H", "H", "H", "H", "H", "H", "H", "H", "H", "H", "H", "H"],
  "positions_angstrom": [[-0.536, 0.740, 1.133], [1.270, 1.229, 4.838], [0.888, 0.339, 3.927], [0.139, 0.979, 3.043], [0.119, 2.268, 3.471], [0.802, 2.468, 4.563], [-0.580, 3.239, 2.637], [-0.726, 4.585, 2.925], [-1.263, 5.426, 2.049], [-1.666, 4.927, 0.888], [-1.572, 3.573, 0.588], [-1.029, 2.737, 1.470], [1.836, 1.078, 5.661], [1.152, -0.707, 3.923], [-0.390, 4.980, 3.876], [-2.080, 5.618, 0.166], [-1.932, 3.154, -0.341], [1.490, -0.024, 0.887], [2.155, -0.317, -0.482], [3.727, -1.064, -0.002], [3.475, -2.188, 0.963], [3.543, -1.942, 2.331], [3.328, -2.970, 3.236], [3.029, -4.247, 2.779], [2.950, -4.494, 1.416], [3.171, -3.465, 0.510], [2.710, 1.293, -1.096], [3.609, 2.055, -0.167], [4.942, 2.267, -0.498], [5.773, 2.980, 0.356], [5.279, 3.478, 1.552], [3.947, 3.271, 1.890], [3.116, 2.568, 1.032], [4.338, -0.274, 0.434], [4.166, -1.403, -0.943], [3.788, -0.944, 2.679], [3.416, -2.785, 4.300], [2.871, -5.052, 3.484], [2.730, -5.490, 1.057], [3.117, -3.663, -0.555], [1.778, 1.826, -1.301], [3.186, 1.069, -2.053], [5.336, 1.879, -1.431], [6.804, 3.153, 0.081], [5.928, 4.034, 2.216], [3.556, 3.671, 2.817], [2.076, 2.407, 1.288], [-5.760, 0.329, -3.256], [-5.292, -0.394, -2.008], [-3.881, -0.040, -1.754], [-3.137, -0.054, -0.656], [-1.478, 0.457, -0.940], [-3.521, -0.451, 0.543], [-4.820, -0.946, 1.034], [-5.717, 0.168, 1.544], [-6.791, 0.054, -3.471], [-5.158, 0.053, -4.123], [-5.718, 1.410, -3.124], [-5.376, -1.474, -2.140], [-5.897, -0.098, -1.157], [-3.380, 0.254, -2.581], [-2.810, -0.334, 1.252], [-4.584, -1.641, 1.839], [-5.295, -1.530, 0.253], [-5.273, 0.662, 2.409], [-6.679, -0.243, 1.849], [-5.896, 0.925, 0.779]],
  "homo_lumo_gap_ev": [7.1, 7.1],
  "charge": 2
}



4.
{
  "formula": "C25H32AuN5OSSe",
  "method": "ωB97M-V with the def2-TZVPD basis set",
  "species": ["Au", "C", "N", "C", "C", "N", "C", "C", "Se", "H", "H", "H", "H", "H", "H", "H", "H", "C", "N", "C", "C", "N", "C", "S", "H", "H", "H", "H", "H", "H", "H", "H", "C", "C", "C", "O", "H", "H", "H", "H", "H", "H", "N", "C", "C", "C", "C", "C", "C", "C", "C", "C", "C", "C", "C", "C", "H", "H", "H", "H", "H", "H", "H", "H", "H", "H"],
  "positions_angstrom": [[-0.243, -0.089, 0.604], [-4.315, 1.739, 2.705], [-3.833, 0.449, 3.175], [-3.909, -0.010, 4.462], [-3.339, -1.242, 4.483], [-2.933, -1.526, 3.208], [-2.277, -2.751, 2.784], [-3.233, -0.484, 2.408], [-2.970, -0.363, 0.568], [-4.448, 2.398, 3.558], [-5.263, 1.629, 2.182], [-3.589, 2.171, 2.021], [-4.357, 0.560, 5.257], [-3.200, -1.919, 5.308], [-1.765, -3.195, 3.633], [-1.557, -2.531, 2.000], [-3.006, -3.460, 2.394], [2.793, 0.161, 1.999], [2.461, 1.484, 2.468], [3.541, 2.464, 2.650], [2.813, 3.692, 3.205], [1.418, 3.347, 2.931], [1.271, 2.066, 2.587], [-0.308, 1.412, 2.437], [3.046, 0.175, 0.936], [1.956, -0.515, 2.159], [3.640, -0.218, 2.569], [4.025, 2.660, 1.690], [4.290, 2.078, 3.340], [3.098, 4.612, 2.701], [2.969, 3.817, 4.277], [0.640, 3.917, 3.214], [-0.700, 3.362, -0.935], [0.671, 2.789, -1.116], [1.636, 3.598, -1.927], [1.009, 1.711, -0.645], [-0.646, 4.425, -0.703], [-1.259, 2.833, -0.166], [-1.235, 3.268, -1.884], [2.088, 4.360, -1.286], [1.130, 4.117, -2.741], [2.430, 2.964, -2.316], [0.039, -1.553, -0.696], [0.254, -1.943, -1.864], [-0.237, -1.093, -3.004], [-1.553, -0.647, -3.019], [-2.004, 0.108, -4.092], [-1.135, 0.445, -5.120], [0.188, 0.026, -5.080], [0.645, -0.746, -4.023], [0.977, -3.200, -2.174], [0.782, -3.872, -3.378], [1.464, -5.052, -3.624], [2.341, -5.563, -2.678], [2.540, -4.894, -1.476], [1.859, -3.720, -1.220], [-2.228, -0.918, -2.216], [-3.037, 0.428, -4.122], [-1.488, 1.034, -5.956], [0.870, 0.288, -5.878], [1.675, -1.075, -3.994], [0.088, -3.488, -4.113], [1.314, -5.575, -4.559], [2.872, -6.485, -2.874], [3.229, -5.286, -0.741], [2.004, -3.179, -0.293]],
  "homo_lumo_gap_ev": 5.3,
  "charge": 2
}



Result set for relative energy (zero: lowest compared OMol25 entry of this formula, charge and spin): 15.1; 24.9; 3.9; 20.4 kcal per mole, one per record in the order listed.